# 1
Entry from the Open Molecules 2025 dataset: a molecular structure, C32H36Cl3FN5OPtSSi in a non-equilibrium geometry (the ωB97M-V functional and the def2-TZVPD basis).

```
81
Properties=species:S:1:pos:R:3:lowdin_spin:R:1
Pt 0.72 0.07 0.17 1.0651
C 3.97 5.69 2.15 0.0061
C 2.90 4.71 1.78 0.0336
C 1.93 4.32 2.70 -0.0051
C 0.96 3.42 2.35 0.0316
C 0.88 2.85 1.06 0.0091
N -0.14 1.99 0.74 0.2895
C -1.38 2.26 1.21 0.0687
C -1.79 3.61 1.24 0.0146
C -3.00 4.01 1.75 0.0418
C -3.92 3.06 2.22 0.0114
C -5.23 3.47 2.81 0.0004
C -3.57 1.73 2.12 0.0268
C -2.32 1.29 1.66 0.0174
N -2.03 -0.06 1.81 0.2474
C -2.61 -0.83 2.80 -0.0081
C -2.12 -2.07 2.75 0.1261
C -1.13 -2.12 1.64 0.1140
N -1.15 -0.79 1.09 0.4292
C 1.88 3.23 0.14 0.0326
C 2.86 4.15 0.51 -0.0054
N 1.93 2.73 -1.17 0.0057
C 2.30 3.44 -2.26 0.0002
C 2.45 2.56 -3.30 0.0039
C 2.15 1.31 -2.74 0.0061
N 1.81 1.44 -1.47 0.0839
H 3.62 6.37 2.92 0.0006
H 4.29 6.25 1.28 0.0005
H 4.83 5.15 2.55 0.0025
H 1.95 4.72 3.70 -0.0008
H 0.21 3.12 3.08 0.0012
H -1.10 4.35 0.87 -0.0012
H -3.25 5.06 1.80 0.0025
H -5.23 4.53 3.04 0.0001
H -5.42 2.92 3.73 -0.0001
H -6.05 3.27 2.13 0.0001
H -4.31 0.99 2.41 0.0010
H -3.29 -0.41 3.51 -0.0027
H -2.35 -2.89 3.39 0.0090
H -0.13 -2.38 2.03 0.0255
H 3.62 4.42 -0.21 -0.0010
H 2.42 4.51 -2.23 0.0000
H 2.73 2.78 -4.31 0.0007
H 2.19 0.35 -3.20 0.0009
F -0.99 -6.31 2.58 -0.0182
C -0.75 -5.29 1.74 0.0203
C 0.57 -5.15 1.23 0.2985
C 0.78 -4.29 0.17 -0.0047
C -0.24 -3.47 -0.28 0.2449
C -1.45 -3.26 0.56 0.1001
C -1.76 -4.48 1.35 0.2105
H 1.35 -5.80 1.59 0.0159
H 1.73 -4.31 -0.33 -0.0041
H -2.31 -2.92 -0.02 0.0084
H -2.77 -4.66 1.68 0.0111
C 1.40 -5.25 -3.11 -0.0006
C 1.47 -3.91 -3.82 0.0038
C 2.02 -2.78 -2.95 0.0118
S 0.81 -1.72 -2.04 0.0922
O -0.23 -2.87 -1.51 0.0484
C -0.21 -1.09 -3.43 0.0083
C -1.70 -1.26 -3.24 0.0019
C -2.26 -0.30 -2.21 0.0038
H 1.12 -6.03 -3.82 0.0001
H 0.65 -5.24 -2.32 -0.0009
H 2.36 -5.52 -2.68 0.0000
H 0.49 -3.66 -4.22 0.0002
H 2.15 -4.01 -4.67 0.0005
H 2.60 -2.06 -3.52 0.0003
H 2.67 -3.17 -2.16 0.0002
H 0.14 -1.56 -4.35 0.0008
H 0.03 -0.03 -3.46 0.0013
H -1.92 -2.29 -2.96 0.0001
H -2.18 -1.08 -4.21 0.0005
H -1.73 -0.41 -1.26 0.0039
H -3.32 -0.50 -2.04 0.0002
H -2.16 0.73 -2.54 0.0001
Cl 3.60 -2.25 0.02 0.0453
Si 2.58 -0.87 1.26 0.1328
Cl 4.05 0.48 1.78 0.0396
Cl 2.29 -2.02 2.97 0.0371
```

Values from the calculation:
Largest force on an atom in eV Å⁻¹: 2.20
Net charge: +1
LUMO (alpha / beta) in eV: -3.2 / -4.0
Energy above the lowest of the compared OMol25 structures with the same formula, charge and spin in kJ/mol: 180.3
Spin multiplicity: 5

=====

# 2
Entry from the Open Molecules 2025 dataset: a molecular structure, C32H37AuF3N3O2 (the ωB97M-V functional and the def2-TZVPD basis).

```
78
Properties=species:S:1:pos:R:3:lowdin_spin:R:1
Au 0.10 0.09 0.13 0.4551
C 2.04 -4.78 0.57 0.0013
C 1.98 -3.39 -0.07 0.0013
C 2.16 -3.46 -1.59 0.0012
C 2.99 -2.46 0.57 0.0198
C 4.35 -2.70 0.39 -0.0032
C 5.31 -1.89 0.97 0.0232
C 4.91 -0.83 1.77 -0.0028
C 3.56 -0.55 1.99 0.0186
C 3.21 0.63 2.88 0.0017
C 2.26 0.30 4.03 0.0006
C 2.72 1.84 2.08 -0.0001
C 2.61 -1.38 1.37 0.0021
N 1.23 -1.10 1.53 0.2191
C 0.51 -1.84 2.37 0.0143
O 0.90 -2.73 3.12 0.0193
C -0.97 -1.51 2.38 -0.0008
C -1.83 -2.12 3.28 -0.0007
C -3.18 -1.79 3.24 -0.0007
C -3.63 -0.86 2.31 0.0000
C -2.71 -0.28 1.46 0.0070
N -1.41 -0.61 1.50 0.0328
C -3.16 0.71 0.42 0.0293
O -4.35 0.93 0.26 0.0656
N -2.15 1.41 -0.19 0.3488
C -2.17 1.78 -1.46 0.1160
C -1.54 3.04 -1.77 0.1272
C -1.54 3.48 -3.07 -0.0052
C -2.14 2.72 -4.08 0.1837
C -2.68 1.47 -3.80 -0.0040
C -2.68 0.95 -2.53 0.1346
C -3.08 -0.50 -2.31 0.0125
C -4.56 -0.72 -2.62 0.0073
C -2.18 -1.42 -3.15 0.0070
C -0.99 3.88 -0.64 0.0125
C -2.14 4.57 0.11 0.0094
C 0.04 4.91 -1.09 0.0011
H 1.28 -5.43 0.13 0.0002
H 1.88 -4.72 1.64 0.0001
H 3.02 -5.24 0.39 -0.0001
H 0.99 -2.98 0.12 -0.0009
H 3.12 -3.92 -1.85 0.0000
H 2.13 -2.47 -2.04 0.0004
H 1.37 -4.07 -2.03 0.0001
H 4.66 -3.55 -0.22 -0.0007
H 6.36 -2.09 0.81 0.0014
H 5.65 -0.20 2.24 -0.0007
H 4.16 0.92 3.34 0.0000
H 1.22 0.31 3.71 -0.0002
H 2.37 1.05 4.82 0.0000
H 2.47 -0.68 4.46 0.0000
H 1.75 1.63 1.62 -0.0005
H 3.41 2.10 1.28 0.0002
H 2.60 2.70 2.74 0.0001
H -1.41 -2.84 3.96 0.0004
H -3.87 -2.26 3.92 0.0000
H -4.66 -0.57 2.23 0.0005
H -1.09 4.43 -3.33 -0.0032
H -2.14 3.08 -5.09 0.0102
H -3.07 0.87 -4.62 -0.0027
H -2.90 -0.76 -1.27 0.0008
H -4.78 -0.50 -3.66 0.0001
H -5.19 -0.10 -1.98 0.0003
H -4.83 -1.77 -2.44 0.0010
H -2.35 -1.27 -4.22 -0.0002
H -2.41 -2.46 -2.92 0.0005
H -1.13 -1.25 -2.94 0.0012
H -0.50 3.19 0.06 0.0037
H -2.65 5.28 -0.55 0.0001
H -1.75 5.12 0.96 0.0010
H -2.88 3.85 0.47 0.0001
H -0.43 5.71 -1.68 0.0000
H 0.83 4.46 -1.68 -0.0001
H 0.49 5.38 -0.22 0.0001
F 1.60 2.04 -1.33 0.0225
C 1.39 0.69 -1.33 0.0704
F 0.89 0.41 -2.58 0.0321
F 2.62 0.14 -1.30 0.0070
```

Values from the calculation:
Largest force on an atom in eV Å⁻¹: 0.46
LUMO (alpha / beta) in eV: -0.6 / -2.8
Spin multiplicity: 3

=====

# 3
Entry from the Open Molecules 2025 dataset: 3 unconnected molecules or ions with the total composition C32H37BN4O7 in a non-equilibrium geometry (the ωB97M-V functional and the def2-TZVPD basis).

```
81
Properties=species:S:1:pos:R:3:lowdin_charge:R:1
C 2.63 -4.31 3.20 -0.0973
O 2.24 -4.60 1.80 -0.0810
B 1.20 -5.65 1.93 -0.4546
O 1.51 -6.82 2.83 0.0075
C -0.27 -5.67 1.19 0.0307
C -0.81 -7.16 0.64 0.0240
C -2.29 -7.28 -0.11 -0.0288
C -3.17 -5.91 -0.33 0.0154
C -2.61 -4.47 0.22 -0.0139
C -1.15 -4.30 1.02 0.0339
C -0.75 -2.81 1.55 -0.1615
O -0.08 -2.55 2.69 -0.0274
C -1.24 -1.48 0.66 0.0477
C -0.35 -0.07 0.57 0.0070
C 1.10 0.11 1.30 -0.1607
C 2.21 0.97 0.45 -0.2017
C 3.67 0.25 0.27 -0.1582
C 3.73 -1.10 -0.67 -0.0331
C 5.20 -1.79 -0.89 -0.0706
C 6.61 -1.18 -0.21 -0.0571
C 6.49 0.18 0.75 -0.0616
C 5.02 0.89 0.98 -0.0271
C -1.07 1.14 -0.34 -0.0992
O -0.46 2.49 -0.52 -0.0955
C -0.54 3.12 0.83 -0.1414
N -0.20 3.74 1.94 0.1186
C -2.53 0.93 -1.12 0.0832
C -3.36 -0.50 -1.04 -0.0683
C -4.76 -0.59 -1.89 -0.1665
C -5.90 0.33 -1.13 -0.2613
N -6.39 -0.46 0.06 -0.0532
C -2.70 -1.69 -0.12 0.0197
C -3.51 -3.12 0.00 -0.2057
O -4.84 -3.26 -0.04 -0.0492
H 1.64 -4.24 3.85 0.1043
H 3.10 -3.22 3.21 0.1153
H 3.38 -5.13 3.62 0.1183
H 0.70 -6.82 3.46 0.1310
H -0.21 -8.16 0.78 0.1070
H -2.74 -8.30 -0.49 0.0908
H -4.23 -5.92 -0.85 0.1030
H 0.93 0.58 2.38 0.1394
H 1.61 -0.95 1.51 0.1189
H 1.85 1.27 -0.64 0.1263
H 2.41 1.97 1.09 0.1139
H 2.72 -1.49 -1.17 0.1053
H 5.28 -2.75 -1.58 0.0802
H 7.65 -1.71 -0.42 0.0831
H 7.43 0.68 1.25 0.0696
H 4.91 1.88 1.62 0.0897
H -2.98 1.84 -1.74 0.1202
H -5.11 -1.69 -2.11 0.1136
H -4.60 -0.09 -2.96 0.1189
H -5.35 1.29 -0.74 0.1153
H -6.75 0.55 -1.91 0.1124
H -6.73 -1.40 -0.29 0.0654
H -5.60 -0.68 0.74 0.0728
C -6.40 2.96 -3.54 -0.3445
O -5.32 2.62 -4.01 -0.0087
N -6.64 4.12 -2.84 -0.2059
C -7.95 4.45 -2.31 -0.0632
C -5.55 5.05 -2.62 -0.0476
H -7.30 2.33 -3.65 0.1259
H -8.28 5.40 -2.76 0.0893
H -7.88 4.56 -1.23 0.0908
H -8.68 3.67 -2.55 0.0863
H -5.15 5.37 -3.59 0.0946
H -4.75 4.53 -2.07 0.0865
H -5.89 5.92 -2.06 0.0897
C 8.03 3.16 0.64 -0.3503
O 8.85 2.78 1.46 -0.0044
N 7.38 4.38 0.66 -0.2054
C 6.43 4.77 -0.36 -0.0660
C 7.66 5.30 1.74 -0.0511
H 7.75 2.54 -0.23 0.1204
H 6.78 5.68 -0.85 0.0876
H 5.46 4.95 0.12 0.0875
H 6.31 3.98 -1.11 0.0875
H 8.73 5.55 1.73 0.0931
H 7.42 4.82 2.69 0.0929
H 7.08 6.22 1.63 0.0875
```

Values from the calculation:
Largest force on an atom in eV Å⁻¹: 11.95
SMILES string: COB(O)c1cccc2c1C(=O)c1c(CCc3ccccc3)c(OC#N)cc(CCN)c1C2=O.CN(C)C=O.CN(C)C=O
LUMO in eV: -2.0

=====

# 4
Entry from the Open Molecules 2025 dataset: a molecular structure, C32H37BaBrIN5O2PS3 in a non-equilibrium geometry (the ωB97M-V functional and the def2-TZVPD basis).

```
83
Properties=species:S:1:pos:R:3:lowdin_spin:R:1
Ba 0.55 0.06 0.26 0.0133
C -3.55 -1.62 5.07 0.0023
C -2.50 -0.60 5.51 0.0004
N -2.19 0.40 4.49 0.0003
C -1.26 0.17 3.50 0.0037
S -0.64 1.61 2.76 0.0019
N -0.98 -1.09 3.27 0.0107
N 0.03 -1.30 2.38 0.0061
C 0.18 -2.54 1.99 0.0048
C -0.82 -3.60 2.33 0.0159
C 1.39 -2.88 1.27 0.0001
C 1.77 -4.21 1.03 0.0000
C 3.01 -4.50 0.51 0.0000
C 3.89 -3.46 0.21 -0.0002
C 3.43 -2.17 0.40 0.0000
N 2.24 -1.87 0.90 -0.0001
H -3.73 -2.34 5.88 0.0002
H -3.20 -2.17 4.20 0.0038
H -4.48 -1.14 4.81 0.0007
H -1.58 -1.13 5.80 0.0001
H -2.87 -0.06 6.38 0.0001
H -2.24 1.36 4.76 0.0000
H -1.81 -3.15 2.42 0.0199
H -0.59 -4.08 3.29 0.0009
H -0.85 -4.37 1.56 0.0004
H 1.10 -5.02 1.28 0.0001
H 3.30 -5.53 0.33 0.0000
H 4.87 -3.63 -0.20 0.0000
H 4.05 -1.32 0.13 0.0000
N 2.96 1.41 2.58 0.0000
C 3.05 2.76 2.26 0.0000
C 2.64 3.71 3.20 0.0000
C 2.80 5.06 2.97 0.0000
C 3.38 5.50 1.80 0.0000
C 3.76 4.57 0.85 0.0000
C 3.59 3.20 1.04 0.0000
C 3.93 2.26 -0.07 0.0000
C 5.19 2.37 -0.66 0.0000
C 5.53 1.58 -1.75 0.0000
C 4.61 0.67 -2.23 0.0000
C 3.36 0.56 -1.62 0.0000
C 2.96 1.34 -0.52 0.0002
H 2.12 1.18 3.11 0.0000
H 3.08 0.80 1.78 0.0000
H 2.19 3.35 4.12 0.0000
H 2.46 5.77 3.72 0.0000
H 3.51 6.56 1.61 0.0000
H 4.18 4.89 -0.10 0.0000
H 5.91 3.08 -0.26 0.0000
H 6.52 1.66 -2.20 0.0000
H 4.86 0.03 -3.08 0.0000
H 2.70 -0.19 -2.03 0.0000
C -2.04 -2.80 -6.38 0.0000
C -2.08 -2.95 -4.87 0.0000
O -0.78 -3.31 -4.38 0.0000
P 0.08 -2.25 -3.52 0.0008
S 1.82 -3.00 -3.08 0.0001
S -1.05 -1.55 -2.02 0.0103
O 0.17 -1.10 -4.68 0.0005
C 0.75 0.16 -4.36 0.0000
C 0.15 1.21 -5.28 0.0001
H -3.03 -2.51 -6.75 0.0000
H -1.74 -3.73 -6.86 0.0000
H -1.33 -2.02 -6.65 0.0000
H -2.76 -3.75 -4.57 0.0000
H -2.43 -2.04 -4.38 0.0000
H 1.84 0.09 -4.49 0.0000
H 0.55 0.41 -3.32 0.0000
H 0.28 0.92 -6.32 0.0000
H 0.63 2.18 -5.12 0.0000
H -0.92 1.31 -5.07 0.0001
Br -6.99 0.07 2.44 0.0969
C -6.29 1.19 1.01 0.0682
C -7.10 2.25 0.61 0.0130
C -6.65 3.07 -0.40 -0.0066
C -5.42 2.83 -1.01 0.0092
C -4.64 1.76 -0.60 0.0243
C -5.08 0.93 0.43 0.2817
I -3.67 -0.73 1.02 0.3948
H -8.05 2.42 1.10 0.0069
H -7.27 3.91 -0.72 0.0001
H -5.06 3.48 -1.80 0.0040
H -3.68 1.56 -1.06 0.0097
```

Values from the calculation:
Largest force on an atom in eV Å⁻¹: 2.16
Net charge: -2
LUMO (alpha / beta) in eV: 4.0 / 4.0
Energy above the lowest of the compared OMol25 structures with the same formula, charge and spin in kJ/mol: 22.2
Spin multiplicity: 2

=====

# 5
Entry from the Open Molecules 2025 dataset: 4 unconnected molecules or ions with the total composition C32H37ClF3N2O4PS in a non-equilibrium geometry (the ωB97M-V functional and the def2-TZVPD basis).

```
81
Properties=species:S:1:pos:R:3:lowdin_charge:R:1
C 5.40 -0.82 2.42 -0.1047
C 4.13 -0.52 1.41 -0.2534
O 3.06 0.30 2.03 -0.2133
C 1.82 -0.52 2.19 -0.1623
C 0.49 0.44 2.38 -0.1643
O -0.77 -0.37 2.50 -0.2135
C -1.86 0.62 2.79 -0.1568
C -3.11 0.51 1.69 -0.2889
C -2.46 -0.41 0.45 -0.0649
N -2.07 -0.98 -0.66 0.1335
C -3.44 2.05 1.26 -0.1277
C -4.38 2.25 -0.06 -0.5276
O -4.16 1.68 -1.28 -0.0918
Cl -5.90 3.38 -0.03 0.5411
C -4.41 -0.32 2.33 -0.4544
C -3.67 -1.64 3.06 -0.1446
N -3.13 -2.71 3.59 0.1298
C -5.35 -0.97 1.17 -0.1262
C -6.84 -1.47 1.58 -0.3744
C -6.95 -2.43 2.91 -0.0975
O -7.88 -0.39 1.63 -0.1601
P -5.28 0.60 3.74 0.3975
S -6.41 2.09 3.23 0.1637
H 5.13 -1.60 3.26 0.0809
H 6.26 -1.28 1.73 0.0681
H 5.87 0.16 2.89 0.0866
H 3.73 -1.59 1.06 0.1217
H 4.57 -0.02 0.43 0.1300
H 1.60 -1.22 1.27 0.1386
H 1.93 -1.13 3.21 0.1477
H 0.66 1.08 3.37 0.1447
H 0.44 1.20 1.48 0.1449
H -2.23 0.58 3.90 0.1215
H -1.33 1.68 2.67 0.1257
H -2.39 2.54 0.97 0.1532
H -3.81 2.71 2.18 0.1143
H -4.77 -1.93 0.76 0.1499
H -5.49 -0.29 0.20 0.1472
H -7.21 -2.16 0.67 0.1549
H -6.02 -3.14 3.08 0.0873
H -7.85 -3.18 2.69 0.0949
H -7.29 -1.86 3.89 0.0780
H -8.75 -0.85 1.91 0.1227
H -4.22 1.17 4.57 0.0000
H -6.04 -0.25 4.66 0.0010
F -7.96 8.64 -3.31 0.0610
C -8.01 7.32 -3.55 -0.2916
C -8.88 6.83 -4.51 -0.0218
C -8.92 5.46 -4.76 -0.0854
C -8.09 4.59 -4.04 -0.0946
C -7.22 5.10 -3.08 -0.0902
C -7.17 6.47 -2.83 -0.0156
H -9.52 7.51 -5.05 0.1141
H -9.59 5.06 -5.52 0.1034
H -8.13 3.52 -4.24 0.1018
H -6.58 4.42 -2.51 0.0551
H -6.50 6.88 -2.09 0.1147
F 6.99 -2.34 -0.26 0.0235
C 6.40 -3.33 -0.94 -0.2903
C 5.27 -3.06 -1.71 -0.0182
C 4.66 -4.09 -2.42 -0.0763
C 5.19 -5.39 -2.36 -0.0940
C 6.32 -5.65 -1.59 -0.0805
C 6.93 -4.61 -0.88 -0.0133
H 4.87 -2.05 -1.74 0.1141
H 3.78 -3.89 -3.03 0.1070
H 4.71 -6.19 -2.91 0.1017
H 6.72 -6.66 -1.54 0.1056
H 7.82 -4.80 -0.28 0.1171
F 8.26 -1.66 -3.26 0.0656
C 9.42 -1.28 -2.72 -0.2815
C 9.58 -1.30 -1.34 -0.0103
C 10.79 -0.91 -0.78 -0.0786
C 11.84 -0.49 -1.60 -0.1017
C 11.67 -0.47 -2.99 -0.0874
C 10.46 -0.87 -3.55 -0.0193
H 8.75 -1.63 -0.71 0.0913
H 10.93 -0.94 0.30 0.1044
H 12.78 -0.18 -1.16 0.0991
H 12.48 -0.13 -3.63 0.1036
H 10.31 -0.86 -4.63 0.1145
```

Values from the calculation:
Largest force on an atom in eV Å⁻¹: 12.41
SMILES string: CCOCCOC[C@](C#N)(CC(=O)Cl)[C@](C#N)(C[C@@H](C)O)[PH2]=S.Fc1ccccc1.Fc1ccccc1.Fc1ccccc1
LUMO in eV: -0.7

=====

# 6
Entry from the Open Molecules 2025 dataset: a molecular structure, C32H37F10MgN2OSSb (the ωB97M-V functional and the def2-TZVPD basis).

```
85
Properties=species:S:1:pos:R:3:lowdin_charge:R:1
Mg -0.92 0.80 -0.11 0.4746
F -1.89 -0.89 6.34 0.1238
C -1.25 -0.49 5.24 -0.1391
C -1.97 -0.05 4.14 -0.1472
F -3.30 -0.02 4.17 0.1269
C -1.28 0.35 3.01 -0.2294
F -2.02 0.78 1.96 0.0251
C 0.10 0.34 2.89 -0.5316
S 0.94 0.81 1.43 0.6394
C 0.78 -0.10 4.03 -0.2423
F 2.12 -0.13 4.03 0.0813
C 0.13 -0.51 5.17 -0.1412
F 0.83 -0.93 6.23 0.1222
C -2.63 4.86 0.15 0.0292
C -2.29 3.58 -0.56 -0.4671
O -1.90 2.58 0.07 -0.0174
N -2.41 3.56 -1.89 0.1029
C -2.15 2.36 -2.69 -0.0902
C -0.68 2.14 -2.93 -0.2528
C -0.08 2.52 -4.11 -0.0047
C 1.29 2.33 -4.27 -0.0357
C 2.01 1.77 -3.24 -0.0352
C 1.33 1.40 -2.09 -0.1174
N 0.02 1.58 -1.93 0.0715
H -2.44 4.73 1.21 0.0945
H -3.68 5.10 -0.01 0.0943
H -2.03 5.68 -0.24 0.0933
H -2.71 4.40 -2.35 0.1515
H -2.68 2.46 -3.63 0.1361
H -2.58 1.50 -2.17 0.1093
H -0.68 2.96 -4.90 0.1176
H 1.77 2.62 -5.19 0.1148
H 3.07 1.60 -3.32 0.1090
H 1.85 0.93 -1.26 0.0464
C 5.09 -3.17 -1.11 -0.1122
C 4.16 -2.02 -1.45 -0.7174
C 4.22 -1.75 -2.95 -0.1400
C 4.62 -0.76 -0.72 -0.1358
Sb 2.03 -2.28 -0.93 1.6030
C 2.10 -3.31 1.02 -0.7013
C 3.03 -2.52 1.94 -0.1330
C 2.56 -4.77 0.97 -0.1106
C 0.69 -3.23 1.59 -0.1313
C 1.36 -3.86 -2.32 -0.7086
C 2.34 -4.99 -2.62 -0.1109
C 0.08 -4.45 -1.74 -0.1245
C 0.99 -3.14 -3.62 -0.1370
H 6.11 -2.94 -1.46 0.0851
H 4.79 -4.11 -1.58 0.0617
H 5.16 -3.34 -0.03 0.0594
H 5.22 -1.39 -3.22 0.0854
H 3.50 -0.98 -3.26 0.0545
H 4.03 -2.64 -3.54 0.0582
H 5.67 -0.55 -0.98 0.0853
H 4.56 -0.84 0.36 0.0624
H 4.04 0.12 -1.02 0.0552
H 4.08 -2.63 1.67 0.0600
H 2.92 -2.91 2.96 0.0901
H 2.78 -1.46 1.96 0.0354
H 3.55 -4.88 0.54 0.0621
H 1.87 -5.40 0.41 0.0567
H 2.60 -5.17 1.99 0.0873
H 0.36 -2.19 1.69 0.0449
H 0.67 -3.68 2.59 0.0931
H -0.05 -3.76 0.98 0.0611
H 2.65 -5.52 -1.73 0.0627
H 3.24 -4.63 -3.13 0.0578
H 1.86 -5.71 -3.29 0.0862
H 0.26 -5.09 -0.88 0.0642
H -0.43 -5.06 -2.50 0.0936
H -0.62 -3.67 -1.43 0.0474
H 1.86 -2.69 -4.11 0.0568
H 0.26 -2.35 -3.44 0.0570
H 0.54 -3.85 -4.32 0.0873
F -1.83 -0.45 -3.17 0.0344
C -2.25 -1.29 -2.17 -0.2578
C -1.98 -0.98 -0.86 -0.0110
C -2.45 -1.94 0.03 -0.2554
F -2.23 -1.80 1.36 0.0616
C -3.14 -3.09 -0.34 -0.1607
F -3.55 -3.97 0.57 0.1156
C -3.38 -3.32 -1.68 -0.1553
F -4.03 -4.42 -2.07 0.1234
C -2.92 -2.42 -2.61 -0.1661
F -3.13 -2.64 -3.92 0.1076
```

Values from the calculation:
Largest force on an atom in eV Å⁻¹: 0.27
LUMO in eV: -0.3
Energy above the lowest of the compared OMol25 structures with the same formula, charge and spin in kJ/mol: 7.8

=====

| no. | electronic energy (eV) |
| --- | --- |
| 1 | -105503.616 |
| 2 | -54194.673 |
| 3 | -54724.325 |
| 4 | -165966.349 |
| 5 | -85740.548 |
| 6 | -88806.239 |